[1]
Below is a 9-piece molecular cluster, C40H46Br2N6O6 overall in a non-equilibrium geometry, with properties calculated with ωB97M-V/def2-TZVPD.

Summary:
ΔE to the lowest compared entry with this formula, charge and spin: 0.000 eV
net charge: 0
Kohn-Sham gap: 10.08 eV
highest occupied orbital energy: -9.44 eV

The geometry in XYZ format:
```
100
C40H46Br2N6O6 ωB97M-V/def2-TZVPD
C -1.776 -2.021 -2.597
C -0.533 -2.235 -3.369
C -0.023 -1.002 -4.158
O 1.431 -1.005 -3.900
C 1.605 -1.803 -2.907
O 2.696 -1.876 -2.363
O 0.550 -2.479 -2.476
H -1.892 -2.880 -1.947
H -2.694 -1.953 -3.147
H -1.720 -1.210 -1.906
H -0.571 -3.132 -4.037
H -0.322 -0.034 -3.781
H -0.144 -0.980 -5.274
C 1.559 -1.220 0.475
C 1.368 0.223 0.276
C 2.656 0.968 0.434
O 2.684 1.958 -0.633
C 1.678 1.728 -1.453
O 1.413 2.343 -2.436
O 0.878 0.716 -0.980
H 2.072 -1.778 -0.289
H 0.588 -1.776 0.702
H 1.967 -1.446 1.476
H 0.622 0.545 1.027
H 3.567 0.361 0.335
H 2.703 1.517 1.395
C -3.579 3.407 1.627
C -3.403 2.469 0.626
C -2.362 1.561 0.713
N -1.568 1.501 1.790
C -1.797 2.305 2.844
C -2.792 3.276 2.789
H -4.285 4.208 1.524
H -3.937 2.595 -0.312
H -2.117 0.814 -0.070
H -1.245 2.188 3.757
H -3.099 3.949 3.639
C 5.978 -0.647 0.828
C 6.374 -0.905 2.121
C 6.367 -2.218 2.607
N 5.906 -3.245 1.912
C 5.540 -2.993 0.651
C 5.565 -1.751 0.024
H 6.159 0.358 0.474
H 6.752 -0.142 2.775
H 6.551 -2.435 3.666
H 5.228 -3.828 0.054
H 5.247 -1.704 -0.994
C -0.598 7.139 -1.955
C -0.343 6.460 -0.823
C -1.468 6.006 -0.067
N -2.715 6.398 -0.295
C -2.931 7.119 -1.397
C -1.888 7.506 -2.217
H 0.207 7.392 -2.588
H 0.658 6.027 -0.562
H -1.302 5.369 0.780
H -3.891 7.569 -1.489
H -2.041 8.135 -3.067
C -3.179 4.428 -3.533
C -4.167 3.450 -3.380
C -3.849 2.235 -2.778
N -2.666 1.977 -2.313
C -1.677 2.947 -2.393
C -1.905 4.170 -2.990
H -3.371 5.424 -3.920
H -5.175 3.609 -3.795
H -4.563 1.468 -2.700
H -0.742 2.597 -2.042
H -1.130 4.919 -3.230
C 0.955 -3.238 4.553
C -0.169 -2.405 4.213
C 0.024 -1.055 4.030
N 1.195 -0.417 4.174
C 2.239 -1.253 4.273
C 2.195 -2.644 4.496
H 0.799 -4.341 4.638
H -1.194 -2.926 4.157
H -0.787 -0.368 3.877
H 3.251 -0.807 4.266
H 3.068 -3.208 4.533
C -3.491 -3.057 2.894
C -2.868 -2.025 2.082
C -2.269 -2.451 0.970
N -2.110 -3.704 0.614
C -2.558 -4.656 1.431
C -3.256 -4.379 2.639
H -3.980 -2.793 3.867
H -2.938 -0.990 2.292
H -1.879 -1.664 0.319
H -2.400 -5.638 0.957
H -3.676 -5.188 3.257
Br 1.787 -5.570 -3.954
C 2.276 -5.338 -2.056
C 0.987 -5.558 -1.338
Br 1.311 -5.118 0.578
H 2.625 -4.269 -1.851
H 2.980 -6.165 -1.822
H 0.571 -6.583 -1.375
H 0.207 -4.822 -1.477
```

Atom charges from the Löwdin analysis, given in e for atoms 1 to 99: C -0.0168; C -0.3024; C -0.0079; O 0.1052; C -0.6484; O 0.0805; O 0.0627; H 0.0683; H 0.0924; H 0.0639; H 0.1552; H 0.1201; H 0.1494; C -0.0358; C -0.3322; C -0.0544; O 0.0914; C -0.5759; O 0.1363; O 0.0667; H 0.0515; H 0.0867; H 0.0853; H 0.1283; H 0.1117; H 0.1473; C -0.0764; C -0.0712; C -0.1532; N 0.0496; C -0.1494; C -0.0746; H 0.0988; H 0.0832; H 0.0965; H 0.0944; H 0.1177; C -0.0825; C -0.0872; C -0.1656; N 0.0555; C -0.1524; C -0.0435; H 0.1052; H 0.0941; H 0.1046; H 0.0943; H 0.0909; C -0.1286; C -0.0628; C -0.1337; N 0.0684; C -0.1533; C -0.0928; H 0.1034; H 0.1262; H 0.0895; H 0.0980; H 0.1002; C -0.0651; C -0.0607; C -0.2032; N 0.0498; C -0.0833; C -0.0613; H 0.0998; H 0.1056; H 0.0934; H 0.0647; H 0.1075; C -0.0617; C -0.0596; C -0.1798; N 0.0668; C -0.1653; C -0.0760; H 0.1184; H 0.1088; H 0.0762; H 0.1052; H 0.0795; C -0.0816; C -0.0651; C -0.2082; N 0.0618; C -0.1359; C -0.0806; H 0.1205; H 0.0807; H 0.0903; H 0.1080; H 0.1094; Br 0.6263; C -0.6707; C -0.6889; Br 0.5917; H 0.0620; H 0.0687; H 0.0677

[2]
Below is C40H46ClIN5O2RuTe as an isolated structure in a non-equilibrium geometry, with properties calculated with ωB97M-V/def2-TZVPD.

Summary:
net charge: +1
multiplicity: 5
Kohn-Sham gap (alpha / beta): 6.05 / 4.63 eV
highest occupied orbital energy (alpha / beta): -9.16 / -9.16 eV

The geometry in XYZ format:
```
97
C40H46ClIN5O2RuTe ωB97M-V/def2-TZVPD
Ru -11.973 -14.160 16.708
C -11.616 -12.100 18.985
C -10.615 -13.131 19.353
N -10.512 -14.284 18.331
C -10.666 -15.660 18.843
C -12.146 -15.879 19.156
N -13.066 -15.377 18.111
C -14.218 -14.609 18.642
C -13.926 -13.045 18.680
N -12.648 -12.674 18.062
H -12.021 -11.727 19.908
H -11.128 -11.258 18.549
H -9.579 -12.684 19.453
H -10.957 -13.508 20.326
H -9.707 -14.105 17.710
H -10.374 -16.402 18.039
H -10.054 -15.882 19.689
H -12.248 -16.959 19.412
H -12.452 -15.294 20.088
H -13.528 -16.199 17.675
H -15.108 -14.755 17.934
H -14.530 -14.960 19.657
H -14.770 -12.613 18.078
H -13.981 -12.655 19.705
H -12.872 -11.998 17.366
Cl -14.162 -19.351 12.890
C -13.967 -17.724 13.500
C -15.111 -16.961 13.565
C -15.060 -15.738 14.196
I -16.854 -14.633 14.305
C -13.884 -15.219 14.791
O -13.703 -14.106 15.472
C -12.704 -16.080 14.634
N -11.542 -15.587 15.157
C -10.389 -16.245 15.042
C -10.278 -17.417 14.274
C -11.446 -18.069 13.879
C -12.700 -17.340 14.007
H -15.946 -17.221 12.963
H -9.500 -15.793 15.573
H -9.326 -17.935 14.145
H -11.563 -19.168 13.717
C -12.601 -10.810 5.186
C -13.172 -10.889 6.561
C -13.030 -12.008 7.372
C -13.482 -12.011 8.734
C -13.375 -13.241 9.612
C -14.066 -10.868 9.245
Te -14.309 -10.640 11.504
N -11.234 -12.879 15.762
C -9.887 -12.709 15.639
O -8.985 -13.418 16.214
C -9.431 -11.688 14.633
C -8.183 -11.778 13.984
C -7.833 -10.829 13.065
C -8.715 -9.688 12.766
C -9.894 -9.591 13.453
C -10.249 -10.595 14.345
C -16.453 -10.094 11.495
C -16.945 -8.843 12.045
C -15.915 -7.804 12.407
C -18.254 -8.635 12.317
C -19.269 -9.559 11.914
C -20.699 -9.126 12.186
C -18.844 -10.795 11.376
C -17.462 -11.126 11.231
C -17.106 -12.526 10.837
C -14.339 -9.738 8.432
C -14.939 -8.516 9.065
C -13.908 -9.768 7.110
H -12.211 -11.761 4.919
H -11.691 -10.082 5.060
H -13.347 -10.411 4.461
H -12.763 -12.967 6.950
H -13.269 -14.163 9.000
H -14.283 -13.296 10.255
H -12.486 -13.231 10.286
H -7.428 -12.563 14.252
H -6.794 -10.826 12.614
H -8.368 -8.988 12.010
H -10.629 -8.821 13.377
H -11.209 -10.593 14.827
H -15.370 -7.322 11.613
H -15.230 -8.167 13.173
H -16.443 -7.020 12.942
H -18.574 -7.737 12.831
H -21.248 -8.813 11.266
H -20.728 -8.243 12.867
H -21.294 -9.908 12.700
H -19.586 -11.607 11.077
H -18.057 -13.095 10.685
H -16.569 -12.965 11.683
H -16.466 -12.567 9.896
H -14.289 -8.183 9.874
H -15.934 -8.665 9.488
H -14.959 -7.719 8.295
H -14.279 -8.924 6.509
```

Formally, the Löwdin partial charges of the atoms, in units of the elementary charge, are as follows: Ru 1.5315; C -0.1668; C -0.1298; N -0.1510; C -0.1853; C -0.1821; N -0.1822; C -0.1609; C -0.1450; N -0.1645; H 0.1174; H 0.1190; H 0.1528; H 0.1182; H 0.0651; H 0.1307; H 0.1151; H 0.1399; H 0.1337; H 0.1431; H 0.1366; H 0.1274; H 0.1395; H 0.1191; H 0.1006; Cl 0.6953; C -0.5907; C -0.1884; C -0.6174; I 0.9425; C -0.4021; O -0.2352; C -0.1592; N -0.0264; C -0.1066; C -0.0308; C 0.0306; C -0.1674; H 0.0909; H 0.1260; H 0.1164; H 0.1168; C -0.0681; C -0.2613; C -0.0076; C -0.3159; C -0.1122; C -0.3405; Te 1.2796; N -0.0658; C -0.4639; O -0.0479; C -0.1603; C -0.0490; C -0.0600; C -0.0388; C -0.0824; C -0.0409; C -0.3738; C -0.3266; C -0.1000; C -0.0365; C -0.2388; C -0.0638; C -0.0133; C -0.2969; C -0.1144; C -0.3076; C -0.0949; C 0.0026; H 0.0516; H 0.1191; H 0.0889; H 0.1104; H 0.0818; H 0.0268; H 0.0809; H 0.1312; H 0.1233; H 0.1054; H 0.1016; H 0.0964; H 0.0609; H 0.0561; H 0.0705; H 0.1103; H 0.0898; H 0.0773; H 0.0799; H 0.1303; H 0.0827; H -0.0002; H 0.0911; H 0.0428; H 0.0663; H 0.0888; H 0.1188